1.
{
  "formula": "C42H56F4O12",
  "method": "ωB97M-V/def2-TZVPD",
  "symbols": ["F", "F", "F", "F", "O", "O", "O", "O", "O", "O", "O", "O", "O", "O", "O", "O", "C", "C", "C", "C", "C", "C", "C", "C", "C", "C", "C", "C", "C", "C", "C", "C", "C", "C", "C", "C", "C", "C", "C", "C", "C", "C", "C", "C", "C", "C", "C", "C", "C", "C", "C", "C", "C", "C", "C", "C", "C", "C", "H", "H", "H", "H", "H", "H", "H", "H", "H", "H", "H", "H", "H", "H", "H", "H", "H", "H", "H", "H", "H", "H", "H", "H", "H", "H", "H", "H", "H", "H", "H", "H", "H", "H", "H", "H", "H", "H", "H", "H", "H", "H", "H", "H", "H", "H", "H", "H", "H", "H", "H", "H", "H", "H", "H", "H"],
  "positions_angstrom": [[10.3669, 13.7300, 13.9920], [18.4162, 16.2543, 16.3055], [18.4378, 17.3192, 8.8201], [12.2276, 11.4288, 11.7802], [13.4998, 17.0691, 10.5856], [18.2284, 16.5115, 13.2977], [14.7419, 9.2028, 14.1616], [18.5507, 11.0179, 9.9585], [17.7579, 12.5961, 11.3568], [14.5583, 11.3908, 14.1462], [17.5178, 20.0569, 13.0229], [15.9973, 22.2557, 8.3134], [16.4852, 10.6043, 13.7432], [18.0845, 20.2877, 15.2265], [16.4051, 18.9980, 14.6640], [19.8558, 12.7691, 10.5290], [17.7939, 13.8467, 12.0524], [14.3350, 15.4287, 16.5176], [17.0342, 16.0145, 16.3873], [13.7101, 10.0032, 8.2060], [20.5898, 15.9374, 13.3854], [15.4258, 15.6059, 7.8617], [8.2667, 15.8145, 11.9220], [19.3976, 16.8124, 13.0612], [19.0971, 21.3153, 14.8662], [11.9077, 10.5301, 9.7261], [14.8528, 15.2993, 11.2277], [13.5787, 16.0463, 11.1981], [17.3928, 9.5302, 13.3212], [12.3769, 9.9517, 8.5851], [19.7129, 18.1213, 12.4226], [9.4965, 13.2394, 11.9059], [14.6831, 10.4781, 9.1304], [15.2327, 10.2376, 14.0846], [8.9044, 15.2693, 13.0720], [15.7983, 14.3042, 8.0362], [17.1112, 13.9980, 8.2654], [9.5527, 14.0706, 13.0141], [16.3206, 16.6678, 8.0849], [8.3288, 15.0679, 10.7674], [13.1625, 11.3734, 14.6419], [15.2082, 14.5335, 15.8738], [17.8510, 21.2561, 9.3018], [18.0570, 15.0092, 8.4668], [16.3964, 21.3199, 8.9447], [19.7201, 10.5096, 9.2133], [12.8462, 11.0849, 10.5984], [17.3266, 19.8333, 14.2174], [18.8074, 12.1595, 10.6152], [15.5704, 18.5202, 13.6038], [14.8467, 16.6968, 16.9296], [16.2276, 16.9129, 16.9830], [16.5579, 14.8450, 15.7249], [17.6256, 16.3080, 8.4374], [15.6093, 20.0943, 9.4237], [14.1914, 11.0742, 10.2873], [8.8833, 13.7965, 10.8069], [12.5005, 15.3871, 12.0229], [11.7822, 9.3986, 7.9110], [14.8655, 11.4634, 11.0407], [18.8036, 18.3596, 11.8801], [12.8419, 10.3362, 14.5824], [16.1724, 18.0791, 12.8442], [15.2216, 15.2087, 12.2571], [20.5278, 10.5437, 9.9661], [16.5948, 17.8748, 17.3005], [19.3684, 9.4773, 8.9475], [17.5342, 8.8000, 14.1465], [8.8828, 15.8031, 14.0147], [15.9026, 19.8109, 10.4716], [8.8176, 13.2145, 9.9200], [15.8853, 19.2869, 8.7020], [19.0836, 14.8452, 8.7812], [17.9360, 21.4625, 10.3732], [13.2868, 15.2667, 16.6112], [15.6383, 15.6957, 10.5182], [7.7984, 16.7519, 11.9617], [17.2622, 14.2640, 15.1204], [20.2555, 15.4622, 14.2746], [18.6376, 14.0756, 12.6554], [19.5470, 21.1155, 13.8560], [15.0358, 19.3395, 13.1697], [21.5235, 16.5084, 13.5899], [16.9509, 9.1437, 12.4186], [19.8556, 21.3778, 15.6780], [17.3422, 12.9732, 8.3808], [18.3270, 10.0076, 13.0322], [9.8325, 12.2802, 12.0682], [15.9221, 17.6480, 7.9259], [19.9693, 11.1435, 8.3359], [12.6116, 14.3230, 11.9989], [15.7460, 10.4937, 8.9310], [14.5392, 20.2284, 9.5135], [13.1891, 11.7236, 15.6153], [17.7839, 14.6698, 11.3617], [14.8835, 17.8212, 14.0204], [11.4657, 15.7464, 11.7279], [18.4136, 22.0295, 8.7648], [10.8666, 10.3630, 9.9463], [13.9563, 9.5315, 7.2925], [14.4090, 15.8274, 7.5411], [14.6950, 14.2715, 10.8866], [16.9053, 13.9438, 12.6101], [18.5220, 22.2044, 14.8065], [7.9376, 15.5472, 9.8828], [18.3315, 20.2661, 9.1760], [20.0019, 18.7882, 13.2348], [14.1538, 17.4450, 17.2557], [14.8469, 13.6603, 15.3955], [12.6024, 15.6998, 13.0636], [20.6173, 17.9730, 11.7861], [20.7682, 15.1942, 12.6208], [12.5192, 12.0010, 14.0270], [15.0755, 13.4851, 8.1046]],
  "lumo_energy_ev": 0.505,
  "gap_ev": 9.55,
  "charge": 0,
  "smiles": "COC(=O)OC.COC(=O)OC.COC(=O)OC.Fc1ccccc1.Fc1ccccc1.Fc1ccccc1.Fc1ccccc1.CC(C)=O.CC(C)=O.CC(C)=O",
  "spin_multiplicity": 1,
  "homo_ev": -9.05
}

---

2.
{
  "formula": "C21H57MgO9",
  "method": "ωB97M-V/def2-TZVPD",
  "symbols": ["Mg", "O", "O", "O", "O", "O", "O", "O", "O", "O", "C", "C", "C", "C", "C", "C", "C", "C", "C", "C", "C", "C", "C", "C", "C", "C", "C", "C", "C", "C", "C", "H", "H", "H", "H", "H", "H", "H", "H", "H", "H", "H", "H", "H", "H", "H", "H", "H", "H", "H", "H", "H", "H", "H", "H", "H", "H", "H", "H", "H", "H", "H", "H", "H", "H", "H", "H", "H", "H", "H", "H", "H", "H", "H", "H", "H", "H", "H", "H", "H", "H", "H", "H", "H", "H", "H", "H", "H"],
  "positions_angstrom": [[0.3156, -0.2560, -0.1454], [2.5865, -1.8459, -2.8811], [0.0912, -0.8387, -1.9993], [-3.8059, -2.6488, 0.6354], [4.0573, 0.4548, -2.0620], [-0.4780, 1.4832, 0.0280], [-0.8185, -1.1511, 1.1738], [-2.9584, 1.3384, 1.5109], [-1.3328, 4.0025, 2.3334], [2.2153, 0.0312, 0.2796], [-2.0877, -0.1742, -2.9423], [2.2912, -3.5172, -1.1628], [2.8427, 1.5032, 2.1375], [-4.6596, -2.8570, -0.4141], [-0.6181, -2.0359, 2.2836], [4.2030, 2.6720, -3.1639], [-0.7331, 3.1472, 3.3207], [4.5543, -0.0615, 1.1346], [-0.1744, -1.1991, 3.4973], [0.4860, 3.6792, 4.0066], [3.0573, 0.1943, 1.3868], [4.6751, 1.7120, -1.9770], [0.2476, -3.2430, 1.9537], [2.6339, -3.3141, -2.6199], [-4.8330, 2.6780, 0.9172], [-4.3607, 1.5385, 1.8015], [-4.5062, -4.2613, -0.8968], [0.6342, 2.7329, -1.5722], [-1.0020, -1.2251, -2.8202], [-0.6875, 2.5698, -0.8728], [-0.6193, -1.8359, -4.1554], [3.6425, -3.6799, -2.8121], [-1.5145, -1.9317, -2.1674], [-2.8975, -0.6345, -3.5084], [4.8723, -0.5186, 2.0717], [1.7217, -1.5678, -2.5708], [-0.3534, -3.9667, 1.4031], [1.7818, 1.5663, 2.3796], [5.7579, 1.5983, -2.0290], [2.7347, -0.5684, 2.0956], [3.1181, 2.7488, -3.0907], [0.5081, -0.3763, 3.2846], [-1.4449, 2.3119, -1.6131], [-4.7942, 2.3736, -0.1287], [-3.5226, -4.7295, -0.8600], [1.2056, -3.4949, -1.0683], [0.2834, -1.8842, 4.2109], [-0.3060, -1.0128, -4.7976], [-4.5123, 1.8756, 2.8269], [5.0620, 0.8730, 0.8961], [-1.6089, -2.4149, 2.5340], [1.9585, -3.7901, -3.3309], [1.3959, 2.9250, -0.8166], [-5.8909, 2.9395, 0.9421], [2.6972, -4.4479, -0.7665], [-4.1563, 3.5136, 1.0962], [4.7191, -0.8583, 0.4093], [4.4556, 2.0593, -0.9674], [-2.0926, 3.5099, 2.0144], [-2.4874, 0.0961, -1.9649], [-5.6457, -2.6820, 0.0161], [1.0032, 2.9223, 4.5963], [1.0988, -3.1012, 1.2877], [-1.5321, -2.1486, -4.6625], [2.7607, -2.7481, -0.5494], [-1.8058, 0.8114, -3.3128], [-1.3798, 3.0087, 4.1872], [0.2318, 4.5511, 4.6093], [3.1475, 2.4549, 1.7021], [-4.3677, -2.0793, -1.1198], [0.5145, -3.7732, 2.8679], [-1.2092, 1.6176, 0.6353], [1.2326, 3.8848, 3.2395], [-2.6377, 0.5608, 1.9736], [4.4600, 2.5315, -4.2138], [-0.9668, 3.4550, -0.3014], [3.3663, 1.4711, 3.0930], [0.7314, 1.8201, -2.1600], [4.5144, 3.6619, -2.8303], [-4.9835, 0.6746, 1.5695], [0.1827, -2.5738, -4.1336], [-5.2598, -4.8689, -0.3957], [-4.7861, -4.2384, -1.9500], [0.5032, 3.5080, -2.3272], [3.6595, 0.3879, -1.1908], [-2.9114, -2.4809, 0.3303], [-1.0485, -0.6711, 3.8783], [-0.4214, 2.2573, 2.7739]],
  "lumo_energy_ev": 2.521,
  "gap_ev": 7.69,
  "charge": -1,
  "spin_multiplicity": 1,
  "homo_ev": -5.17
}

---

3.
{
  "formula": "C2CdFLiO2",
  "method": "ωB97M-V/def2-TZVPD",
  "symbols": ["Cd", "F", "O", "O", "C", "C", "Li"],
  "positions_angstrom": [[2.9687, -0.2306, 0.1052], [-2.2793, -0.7955, 0.2537], [1.5683, 1.1707, -0.1992], [-0.3276, 0.0063, -0.2569], [-0.9416, -1.3178, -0.0408], [0.9528, 0.0934, 0.0487], [-1.9412, 1.0735, 0.0892]],
  "lumo_energy_ev": [-6.303, -6.297],
  "gap_ev": [4.88, 7.32],
  "charge": 1,
  "de_lowest_kj_mol": 0.00,
  "spin_multiplicity": 2,
  "homo_ev": [-11.18, -13.62]
}

---

4.
{
  "formula": "C9H15F2N2OS",
  "method": "ωB97M-V/def2-TZVPD",
  "symbols": ["S", "F", "F", "O", "N", "N", "C", "C", "C", "C", "C", "C", "C", "C", "C", "H", "H", "H", "H", "H", "H", "H", "H", "H", "H", "H", "H", "H", "H", "H"],
  "positions_angstrom": [[2.5924, 0.3660, 1.9631], [2.3667, 1.2365, -1.6858], [2.7039, 2.5337, -0.0171], [2.8913, -0.9893, -0.2712], [-0.6206, 1.5870, -0.2699], [-0.0049, -0.3093, -1.3944], [0.0980, -2.5273, -0.3473], [-0.2460, 2.5709, 0.7592], [-1.4864, 2.1371, -1.2522], [2.8482, 0.1450, 0.3783], [0.1509, -1.6055, -1.5128], [3.1318, 1.3402, -0.5518], [0.9947, -2.2262, 0.8604], [-0.0144, 0.4732, -0.2922], [2.5013, -2.1070, 0.4707], [-2.2611, 1.4519, -1.3264], [0.4290, -3.5612, -0.7672], [0.4967, 3.1328, 0.2840], [0.1696, 2.0216, 1.6187], [-0.9700, -2.5913, 0.0472], [-1.0741, 3.1642, 0.9876], [-1.9377, 3.0634, -0.8419], [0.3011, -1.9381, -2.5682], [3.2327, -1.9601, 1.3820], [2.8474, -2.9704, 0.0677], [-1.1563, 2.3636, -2.2723], [0.1584, 0.1072, -2.2271], [4.2135, 1.2998, -0.6782], [0.7009, -1.4829, 1.5680], [1.1199, -3.1397, 1.5070]],
  "lumo_energy_ev": -4.904,
  "gap_ev": 7.07,
  "charge": 1,
  "de_lowest_kj_mol": 311.91,
  "spin_multiplicity": 1,
  "homo_ev": -11.97
}

---

5.
{
  "formula": "C16H46O11S7",
  "method": "ωB97M-V/def2-TZVPD",
  "symbols": ["S", "S", "S", "S", "S", "S", "S", "O", "O", "O", "O", "O", "O", "O", "O", "O", "O", "O", "C", "C", "C", "C", "C", "C", "C", "C", "C", "C", "C", "C", "C", "C", "C", "C", "H", "H", "H", "H", "H", "H", "H", "H", "H", "H", "H", "H", "H", "H", "H", "H", "H", "H", "H", "H", "H", "H", "H", "H", "H", "H", "H", "H", "H", "H", "H", "H", "H", "H", "H", "H", "H", "H", "H", "H", "H", "H", "H", "H", "H", "H"],
  "positions_angstrom": [[-4.3992, 4.3225, 6.1986], [0.6523, -2.3664, -1.7098], [2.5099, -0.4144, -10.6696], [-5.9153, -3.9132, 4.0257], [0.9652, -8.2224, 5.8450], [6.6951, 4.8385, -0.5140], [0.5174, 6.3794, -8.2447], [-5.7879, 3.6884, 6.1148], [-0.0784, 7.6971, -7.8901], [2.2204, -8.1367, 6.6031], [-4.8379, -3.5591, 5.0482], [0.6501, -1.1799, -0.5145], [1.4092, -0.7582, -9.6600], [0.7199, -9.1671, 4.7171], [-0.2642, -8.3190, 6.9110], [1.2330, -3.5744, -1.1663], [7.0251, 4.0576, -1.7885], [-0.5438, -2.2363, -2.5323], [2.0512, -1.5148, -2.5851], [4.1029, -0.5204, -9.6742], [8.4138, 5.1833, 0.1797], [6.1686, 6.5574, -0.9313], [0.6124, -6.5379, 5.2921], [0.0073, 5.2633, -6.8490], [-0.2235, -7.5768, 8.0992], [-6.8755, -2.3564, 3.8492], [-4.3975, 5.6734, 4.9363], [-0.0139, 0.0335, -0.8408], [-1.5832, -7.6824, 8.9025], [-0.7226, 5.9106, -9.4946], [-7.1300, -4.7979, 5.0706], [2.7486, -1.9414, -11.8061], [0.7595, 1.2956, -0.3860], [-4.4240, 5.3877, 7.6860], [-0.3867, 6.3142, -10.4497], [0.0728, -6.5443, 7.9139], [-2.4129, -7.3357, 8.2864], [-0.8896, 0.0471, -0.1920], [-1.5628, -6.9370, 9.6975], [1.7090, -1.2297, -3.5799], [-0.4617, -6.5261, 5.1072], [0.7581, 5.2381, -6.0592], [0.2958, 2.2024, -0.7742], [-8.0251, -5.1813, 4.5809], [4.7977, -0.5674, -10.5127], [-5.3502, 5.9621, 7.6700], [-4.1225, 5.4068, 3.9159], [-0.0064, 4.2377, -7.2180], [4.1937, -1.4830, -9.1709], [-3.4995, 5.9643, 7.7151], [8.8022, 5.9189, -0.5247], [-7.2452, -2.0886, 4.8390], [-1.6207, 6.4745, -9.2426], [-5.4736, 5.8470, 4.9385], [2.3866, -0.7545, -1.8797], [1.7749, 1.2134, -0.7735], [0.6062, -7.9930, 8.6705], [8.8988, 4.2149, 0.3027], [2.7882, -2.3171, -2.6205], [0.7428, -5.6548, 5.9176], [-6.1744, -1.6509, 3.4032], [0.8732, 1.4573, 0.6859], [1.1956, -6.4502, 4.3754], [3.6834, -1.8595, -12.3606], [-1.7555, -8.6216, 9.4280], [4.3008, 0.3982, -9.1219], [5.1902, 6.6210, -1.4076], [-7.7140, -2.4899, 3.1658], [-0.6433, 4.8246, -9.4444], [-7.3792, -4.1152, 5.8829], [6.7259, 6.8053, -1.8346], [-0.3334, 0.0240, -1.8829], [-4.5873, 4.7268, 8.5372], [2.5568, -2.8014, -11.1645], [-0.9428, 5.5932, -6.4289], [6.3297, 7.1990, -0.0649], [8.2110, 5.6843, 1.1262], [1.9572, -2.0555, -12.5469], [-6.6949, -5.7136, 5.4710], [-3.8339, 6.4819, 5.4020]],
  "lumo_energy_ev": 0.254,
  "gap_ev": 9.18,
  "charge": 0,
  "de_lowest_kj_mol": 281.90,
  "spin_multiplicity": 1,
  "homo_ev": -8.93
}

---

6.
{
  "formula": "C18H15ClN2O3",
  "method": "ωB97M-V/def2-TZVPD",
  "symbols": ["Cl", "O", "O", "O", "N", "N", "C", "C", "C", "C", "C", "C", "C", "C", "C", "C", "C", "C", "C", "C", "C", "C", "C", "C", "H", "H", "H", "H", "H", "H", "H", "H", "H", "H", "H", "H", "H", "H", "H"],
  "positions_angstrom": [[-0.6052, -3.1600, -2.8317], [4.7968, -0.6684, 1.2968], [-4.3946, 1.4270, 1.4848], [-6.3201, 1.5457, 0.4204], [-5.3595, -1.4097, -2.0942], [-5.7863, -0.4453, -1.2821], [4.6719, 1.5851, 0.2173], [-0.0216, -1.0336, -0.6099], [1.0104, -1.9825, -0.1380], [-1.4657, -1.3908, -0.8461], [-4.8636, -0.0194, -0.3467], [-3.1320, -2.3878, -2.3550], [4.2983, 2.4535, 1.3813], [3.8063, 1.2459, 2.1243], [-4.0939, -1.4857, -1.7523], [2.1981, -1.4622, 0.2990], [1.6921, 0.7485, -0.2315], [-3.7233, -0.6226, -0.7640], [2.5794, -0.0892, 0.3373], [-2.3753, -0.5763, -0.3902], [-1.8109, -2.3886, -1.8397], [0.4238, 0.3627, -0.6618], [3.9446, 0.3726, 0.9730], [-5.2074, 1.0320, 0.5430], [4.4565, 1.8989, -0.8461], [5.4429, -0.5238, 2.0412], [-6.7335, 0.0458, -1.2924], [0.8064, -3.0768, 0.0891], [-2.1793, 0.3886, 0.1693], [2.9350, -2.0571, 0.8086], [2.7828, 1.4173, 2.4673], [-3.5084, -3.1123, -3.0959], [5.0846, 2.8268, 1.9458], [4.5164, 0.8702, 2.8968], [1.8856, 1.8076, -0.0657], [-4.8796, 2.0512, 2.0029], [3.5869, 3.1886, 0.9734], [-0.1768, 1.1640, -1.1764], [5.7178, 1.4601, 0.1481]],
  "lumo_energy_ev": -0.375,
  "gap_ev": 8.09,
  "charge": 0,
  "de_lowest_kj_mol": 511.24,
  "smiles": "O=C(O)c1[nH]nc2cc(Cl)c(-c3ccc(C4(O)CCC4)cc3)cc12",
  "spin_multiplicity": 1,
  "homo_ev": -8.46
}